Record 1
ORCA calculation (ωB97M-V/def2-TZVPD) on a molecular structure, C24H42ClMgN6O4.

Calculated values
**Energy above the lowest of the compared OMol25 structures with the same formula, charge and spin**: 981.6 kJ/mol
**Gap between HOMO and LUMO**: 2.7 eV
**Charge**: +1
**Spin multiplicity**: 1
**LUMO energy**: -9.88 eV
**HOMO energy**: -12.54 eV

The geometry in XYZ format:
```
78
C24H42ClMgN6O4 ωB97M-V/def2-TZVPD
Mg -2.47993 -6.01507 1.01257
Cl -1.34086 -0.40511 0.57388
O -1.04160 0.57462 1.53990
O -0.38317 -0.31168 -0.52430
O -1.27545 -1.69836 1.20176
O -2.69247 -0.21361 0.12725
C 0.29556 4.54212 -4.02414
C -1.12064 4.27800 -4.58181
C -1.12927 3.73282 -6.00915
C -0.63334 4.67173 -7.05112
N -0.21272 5.44014 -7.82774
H 0.07194 4.72121 -2.97247
H 0.83896 5.37031 -4.47902
H 0.94239 3.66595 -4.06900
H -1.56198 5.27311 -4.63716
H -1.71616 3.63338 -3.93534
H -2.15050 3.48480 -6.29842
H -0.57124 2.79652 -6.01600
C -6.19503 -1.99300 -5.27574
C -4.88360 -2.42574 -6.07364
C -3.68784 -2.33964 -5.12929
C -3.69296 -3.34769 -4.08299
N -3.74458 -4.14370 -3.23687
H -7.12609 -2.05656 -5.83894
H -6.10824 -0.94932 -4.97360
H -6.29888 -2.60571 -4.38025
H -4.66763 -1.81126 -6.94764
H -5.05916 -3.47065 -6.32945
H -3.53790 -1.36923 -4.65610
H -2.76415 -2.54025 -5.67210
C 5.98423 -0.41370 6.85025
C 5.63156 0.46413 5.66744
C 4.20517 0.12885 5.02955
C 4.08300 -1.28236 4.68891
N 3.96825 -2.39254 4.38935
H 5.18655 -0.58989 7.57189
H 6.81484 -0.01005 7.42925
H 6.20205 -1.37690 6.38883
H 6.42901 0.40452 4.92675
H 5.67154 1.50154 5.99953
H 4.06728 0.75977 4.15147
H 3.44320 0.37984 5.76745
C -1.69435 8.30651 1.84429
C -0.16019 8.31615 2.02137
C 0.24588 7.12709 2.89393
C 1.68321 6.92856 3.00753
N 2.80502 6.70288 3.10947
H -1.90272 9.05725 1.08201
H -2.23925 8.52409 2.76291
H -2.08897 7.34588 1.51330
H 0.21324 9.26076 2.41680
H 0.36991 8.22042 1.07377
H -0.09229 6.14067 2.57655
H -0.06614 7.22942 3.93330
C 4.24554 -4.08424 -4.79807
C 2.76419 -4.48742 -5.00874
C 2.55942 -5.15211 -6.35134
C 3.36915 -6.35280 -6.60551
N 4.08429 -7.23787 -6.81732
H 4.47349 -3.50196 -3.90527
H 4.62864 -3.50887 -5.64086
H 4.83878 -4.99865 -4.80135
H 2.16663 -3.58048 -4.91673
H 2.51777 -5.14939 -4.17858
H 2.80896 -4.48948 -7.18004
H 1.50105 -5.33257 -6.53941
C -2.65233 -2.61398 7.44836
C -1.61198 -3.59948 8.01438
C -1.94578 -5.11111 7.85421
C -1.79469 -5.45554 6.44277
N -1.72566 -5.69720 5.29005
H -2.82457 -2.77173 6.38368
H -2.25071 -1.61109 7.59331
H -3.59987 -2.63320 7.98678
H -1.45231 -3.48653 9.08669
H -0.66903 -3.36053 7.52260
H -2.98767 -5.33985 8.07837
H -1.27658 -5.66471 8.51285
```

In elementary charge units, the Mulliken charges are:
1 Mg 1.32
2 Cl 1.62
3 O -0.48
4 O -0.51
5 O -0.49
6 O -0.49
7 C -1.06
8 C -0.48
9 C -0.42
10 C 0.23
11 N -0.40
12 H 0.30
13 H 0.35
14 H 0.31
15 H 0.27
16 H 0.35
17 H 0.28
18 H 0.29
19 C -1.12
20 C -0.39
21 C -0.38
22 C 0.22
23 N -0.46
24 H 0.32
25 H 0.32
26 H 0.33
27 H 0.30
28 H 0.29
29 H 0.32
30 H 0.27
31 C -1.10
32 C -0.50
33 C -0.31
34 C 0.24
35 N -0.44
36 H 0.30
37 H 0.33
38 H 0.32
39 H 0.29
40 H 0.34
41 H 0.29
42 H 0.25
43 C -1.13
44 C -0.36
45 C -0.35
46 C 0.10
47 N -0.42
48 H 0.33
49 H 0.32
50 H 0.32
51 H 0.31
52 H 0.34
53 H 0.26
54 H 0.28
55 C -1.20
56 C -0.33
57 C -0.42
58 C 0.25
59 N -0.41
60 H 0.33
61 H 0.31
62 H 0.36
63 H 0.29
64 H 0.25
65 H 0.26
66 H 0.30
67 C -1.06
68 C -0.48
69 C -0.32
70 C 0.19
71 N -0.44
72 H 0.31
73 H 0.31
74 H 0.32
75 H 0.31
76 H 0.32
77 H 0.25
78 H 0.30

---

Record 2
ORCA calculation (ωB97M-V/def2-TZVPD) on a molecular structure, C24H42IrN3Se2Te2.

Calculated values
**Energy above the lowest of the compared OMol25 structures with the same formula, charge and spin**: 64.6 kJ/mol
**Gap between HOMO and LUMO (alpha / beta)**: 5.7 / 4.4 eV
**Charge**: 0
**Spin multiplicity**: 5
**LUMO energy (alpha / beta)**: -0.40 / -2.47 eV
**Expectation value of S²**: 6.0272
**HOMO energy (alpha / beta)**: -6.14 / -6.89 eV

The geometry in XYZ format:
```
74
C24H42IrN3Se2Te2 ωB97M-V/def2-TZVPD
Ir 0.13249 -0.14400 0.13829
C -1.71152 -1.92127 0.82014
C -2.33482 -1.59664 -0.40523
C -1.34022 -1.73079 -1.43564
C -0.13818 -2.15403 -0.79032
C -0.35586 -2.29051 0.61969
C 0.50269 -3.12610 1.54980
C 0.37546 -4.58724 1.09614
C 0.00754 -3.00674 2.99118
C 1.97664 -2.72148 1.49212
C -1.39974 -1.65330 -2.96218
C -1.97877 -2.95976 -3.52822
C 0.01021 -1.51454 -3.55909
C -2.18942 -0.45258 -3.48205
C -3.80963 -1.19771 -0.45227
C -4.59502 -2.04172 -1.46362
C -4.00707 0.29389 -0.76761
C -4.46909 -1.44243 0.91627
H -2.19761 -1.93242 1.77701
H 0.74092 -2.51170 -1.29877
H -0.67085 -4.88513 1.04210
H 0.88620 -5.24808 1.79723
H 0.81847 -4.73093 0.11164
H -1.00322 -3.39522 3.09957
H 0.01533 -1.96670 3.32191
H 0.65825 -3.57142 3.65713
H 2.32530 -2.61970 0.46305
H 2.59140 -3.47694 1.97971
H 2.14571 -1.77142 2.00148
H -1.45178 -3.81606 -3.10848
H -1.84813 -2.98011 -4.61057
H -3.03624 -3.08099 -3.31752
H 0.62329 -2.39481 -3.38391
H 0.52657 -0.63998 -3.16128
H -0.07244 -1.38973 -4.63909
H -3.23426 -0.47557 -3.19307
H -2.15228 -0.43454 -4.57147
H -1.75132 0.47404 -3.11196
H -4.36285 -1.78736 -2.49217
H -5.66203 -1.86703 -1.32323
H -4.40482 -3.10454 -1.32079
H -3.48403 0.60577 -1.66677
H -3.65181 0.90466 0.06061
H -5.07030 0.49753 -0.90305
H -4.37430 -2.48106 1.23036
H -5.53086 -1.20534 0.84781
H -4.03907 -0.80261 1.68586
Se 2.26764 0.53387 -1.40110
Te 3.16107 2.16815 0.15162
Te 1.64461 1.19798 2.22656
Se 0.64017 3.21357 3.14736
C -3.80122 2.23446 3.23433
C -2.63027 1.29494 3.44472
N -2.08879 0.97331 2.14301
C -1.89211 1.90409 1.18112
N -1.13024 1.57574 0.16696
C -1.01700 2.51029 -0.94521
C -1.08939 3.94287 -0.44611
C -2.40303 4.11979 0.28566
N -2.59095 3.05805 1.26218
C -3.30949 3.44492 2.46395
H -4.21733 2.55278 4.18807
H -4.58621 1.72555 2.66936
H -2.94367 0.36066 3.91306
H -1.86733 1.76508 4.07628
H -1.44974 0.18727 2.06640
H -1.80764 2.31484 -1.68204
H -0.06362 2.32722 -1.44308
H -1.02463 4.64830 -1.27456
H -0.25931 4.12554 0.24099
H -3.24117 4.10914 -0.42327
H -2.43363 5.07262 0.82009
H -4.15007 4.06979 2.14998
H -2.65003 4.05658 3.09250
```

In elementary charge units, the Mulliken charges are:
1 Ir 2.11
2 C -0.99
3 C 0.00
4 C 0.07
5 C -0.99
6 C -0.50
7 C 2.39
8 C -1.70
9 C -1.78
10 C -1.41
11 C 2.26
12 C -1.68
13 C -1.83
14 C -1.69
15 C 2.80
16 C -1.93
17 C -1.20
18 C -2.17
19 H 0.46
20 H 0.70
21 H 0.35
22 H 0.45
23 H 0.31
24 H 0.30
25 H 0.25
26 H 0.48
27 H 0.22
28 H 0.50
29 H 0.01
30 H 0.31
31 H 0.47
32 H 0.23
33 H 0.37
34 H 0.10
35 H 0.50
36 H 0.22
37 H 0.61
38 H 0.07
39 H 0.28
40 H 0.51
41 H 0.34
42 H -0.21
43 H -0.13
44 H 0.64
45 H 0.36
46 H 0.45
47 H 0.19
48 Se -0.45
49 Te -0.14
50 Te 0.08
51 Se -0.31
52 C -0.65
53 C -0.66
54 N 1.30
55 C -0.91
56 N -0.08
57 C -0.69
58 C -0.56
59 C -0.79
60 N 0.51
61 C -0.79
62 H 0.42
63 H 0.26
64 H 0.36
65 H 0.34
66 H -1.01
67 H 0.13
68 H 0.34
69 H 0.40
70 H 0.19
71 H 0.28
72 H 0.48
73 H 0.49
74 H 0.32

---

Record 3
ORCA calculation (ωB97M-V/def2-TZVPD) on a single C24H42N2O10 molecule.

Calculated values
**Energy above the lowest of the compared OMol25 structures with the same formula, charge and spin**: 0.0 kJ/mol
**Gap between HOMO and LUMO**: 9.7 eV
**Charge**: 0
**Spin multiplicity**: 1
**LUMO energy**: 0.87 eV
**Structure (SMILES)**: CCOC(=O)CCC(=O)N1CCOCCOCCN(C(=O)CCC(=O)OCC)CCOCCOCC1
**HOMO energy**: -8.85 eV

The geometry in XYZ format:
```
78
C24H42N2O10 ωB97M-V/def2-TZVPD
C -7.26780 -1.57424 -0.68223
C -6.98449 -1.96920 0.75986
O -6.08292 -1.04858 1.37732
C -4.77911 -1.23351 1.15972
O -4.32148 -2.15278 0.53124
C -3.96226 -0.14494 1.81964
C -2.50767 -0.23621 1.36200
C -2.46753 0.01854 -0.13867
O -3.13599 0.92391 -0.61801
N -1.70066 -0.77139 -0.91932
C -0.85556 -1.84390 -0.45079
C 0.42235 -1.34839 0.25154
O 1.29453 -2.40885 0.56589
C 2.08213 -2.87462 -0.50850
C 3.34593 -3.55568 0.03202
O 4.30290 -2.65106 0.52955
C 4.03685 -2.19985 1.85046
C 4.78330 -0.89456 2.12528
N 4.20162 0.26008 1.45873
C 3.00979 0.70087 1.93627
O 2.48879 0.17310 2.90311
C 2.36833 1.88084 1.22422
C 1.01978 2.22545 1.84912
C 0.01087 2.70976 0.83406
O 0.14637 2.65415 -0.36274
O -1.06532 3.19738 1.44838
C -2.14537 3.68325 0.63846
C -1.81822 5.02473 0.00024
C 4.90235 0.81538 0.32652
C 4.57682 0.13999 -1.01187
O 3.28897 0.54539 -1.42518
C 3.00476 0.31116 -2.78217
C 1.62669 0.88919 -3.08501
O 0.62944 -0.03911 -2.73219
C -0.65964 0.54341 -2.75384
C -1.71014 -0.48545 -2.34156
H -7.66588 -0.56337 -0.72279
H -6.34885 -1.61250 -1.26202
H -7.98955 -2.26068 -1.11566
H -6.54932 -2.97328 0.80042
H -7.89142 -1.93052 1.36673
H -4.38941 0.81625 1.52979
H -4.04618 -0.24783 2.90267
H -2.10237 -1.20784 1.62689
H -1.92490 0.54469 1.85432
H -1.41683 -2.50980 0.21168
H -0.55343 -2.42355 -1.32456
H 0.18485 -0.88133 1.20938
H 0.92189 -0.61389 -0.39186
H 1.52404 -3.60602 -1.11293
H 2.36519 -2.03356 -1.15125
H 3.83817 -4.08356 -0.79010
H 3.06135 -4.27907 0.80579
H 4.38061 -2.96286 2.56506
H 2.96706 -2.03864 1.99514
H 4.74053 -0.71705 3.20447
H 5.82160 -0.99660 1.80909
H 3.03558 2.74343 1.26752
H 2.22381 1.61529 0.17528
H 1.11106 2.97688 2.63417
H 0.61692 1.32713 2.32744
H -2.38747 2.93832 -0.12562
H -2.98130 3.77578 1.33439
H -2.68680 5.38429 -0.54359
H -0.98917 4.91625 -0.69417
H -1.54901 5.75252 0.76296
H 5.97606 0.70678 0.50644
H 4.67514 1.87840 0.23786
H 4.62903 -0.95094 -0.90062
H 5.32175 0.45834 -1.75760
H 3.76037 0.80626 -3.41237
H 3.01329 -0.76443 -3.01069
H 1.49926 1.81377 -2.50590
H 1.55058 1.12887 -4.15752
H -0.88452 0.89832 -3.77172
H -0.69401 1.40038 -2.07008
H -2.69424 -0.07614 -2.58400
H -1.55191 -1.41273 -2.89401
```

In elementary charge units, the natural (NBO) charges are:
1 C -0.63
2 C -0.08
3 O -0.51
4 C 0.81
5 O -0.62
6 C -0.49
7 C -0.51
8 C 0.71
9 O -0.68
10 N -0.43
11 C -0.23
12 C -0.08
13 O -0.55
14 C -0.09
15 C -0.08
16 O -0.56
17 C -0.09
18 C -0.23
19 N -0.44
20 C 0.70
21 O -0.65
22 C -0.53
23 C -0.51
24 C 0.81
25 O -0.64
26 O -0.51
27 C -0.09
28 C -0.64
29 C -0.22
30 C -0.08
31 O -0.56
32 C -0.07
33 C -0.08
34 O -0.56
35 C -0.08
36 C -0.23
37 H 0.21
38 H 0.22
39 H 0.21
40 H 0.20
41 H 0.19
42 H 0.25
43 H 0.24
44 H 0.23
45 H 0.24
46 H 0.21
47 H 0.21
48 H 0.19
49 H 0.20
50 H 0.17
51 H 0.18
52 H 0.19
53 H 0.18
54 H 0.17
55 H 0.23
56 H 0.22
57 H 0.20
58 H 0.22
59 H 0.28
60 H 0.24
61 H 0.26
62 H 0.23
63 H 0.19
64 H 0.22
65 H 0.22
66 H 0.21
67 H 0.21
68 H 0.21
69 H 0.21
70 H 0.16
71 H 0.17
72 H 0.18
73 H 0.20
74 H 0.17
75 H 0.16
76 H 0.21
77 H 0.24
78 H 0.20

---

Quick rundown of max |F|, same order as above: 3.8; 1.2; 0.7 eV/Å